1.
A molecular structure, C39H32BrCl6InN2O12Te. Source: OMol25; level of theory: the ωB97M-V functional and the def2-TZVPD basis.

Last column: Mulliken charge in e.
Cartesian coordinates (Å):
1 In -1.57 -1.40 -0.82  0.643
2 C -1.53 2.85 6.31  -1.647
3 C -0.71 3.65 5.29  2.037
4 C 0.56 4.17 5.99  -2.050
5 C -1.53 4.87 4.83  -1.765
6 C -0.38 2.74 4.11  -0.117
7 C -1.39 2.35 3.23  -0.631
8 C -1.10 1.46 2.22  -0.097
9 Br -2.50 1.03 0.99  -0.119
10 C 0.16 0.85 1.98  0.049
11 O 0.26 0.01 1.01  0.012
12 C 1.19 1.28 2.88  -0.376
13 C 0.88 2.20 3.88  -0.473
14 C 2.66 0.82 2.83  2.363
15 C 3.09 0.34 4.23  -1.978
16 C 2.95 -0.33 1.87  -1.613
17 C 3.52 2.03 2.41  -1.379
18 H -1.83 3.48 7.15  0.439
19 H -0.95 2.01 6.69  0.335
20 H -2.43 2.45 5.84  0.351
21 H 0.28 4.84 6.80  0.455
22 H 1.18 4.72 5.28  0.387
23 H 1.14 3.35 6.40  0.345
24 H -1.70 5.54 5.68  0.471
25 H -2.50 4.57 4.44  0.326
26 H -0.99 5.41 4.06  0.359
27 H -2.39 2.74 3.31  0.347
28 H 1.69 2.52 4.52  0.271
29 H 2.40 -0.42 4.59  0.385
30 H 3.13 1.15 4.96  0.329
31 H 4.09 -0.10 4.18  0.505
32 H 2.27 -1.17 2.05  0.206
33 H 3.97 -0.68 2.02  0.557
34 H 2.84 -0.02 0.84  0.013
35 H 3.35 2.88 3.07  0.268
36 H 3.26 2.33 1.40  0.098
37 H 4.58 1.77 2.44  0.433
38 Cl -4.43 -2.40 0.83  -0.121
39 C -4.77 -1.55 -0.62  0.913
40 C -3.72 -0.97 -1.32  -0.990
41 C -4.00 -0.29 -2.49  1.008
42 Cl -2.68 0.35 -3.38  -0.208
43 C -5.30 -0.14 -2.96  -0.310
44 Cl -5.62 0.71 -4.42  -0.230
45 C -6.35 -0.71 -2.24  0.543
46 Cl -7.97 -0.54 -2.79  -0.235
47 C -6.08 -1.43 -1.07  -0.027
48 Cl -7.37 -2.16 -0.20  -0.228
49 O -3.10 -3.16 -3.36  -0.694
50 C -2.26 -3.63 -2.59  -0.196
51 O -2.22 -3.47 -1.31  -0.646
52 C -1.09 -4.44 -3.10  0.541
53 C -1.14 -5.72 -3.53  -0.123
54 C 0.05 -6.43 -3.81  -0.776
55 C 1.27 -5.85 -3.56  -0.141
56 C 1.36 -4.53 -3.13  -0.645
57 C 0.16 -3.72 -2.96  0.588
58 O 0.08 -2.48 -2.71  0.119
59 N 2.69 -4.08 -2.85  1.011
60 O 2.91 -2.91 -2.57  -0.628
61 O 3.60 -4.89 -2.92  -0.735
62 N 0.00 -7.77 -4.30  1.042
63 O -1.10 -8.27 -4.50  -0.681
64 O 1.04 -8.37 -4.52  -0.680
65 H -2.08 -6.24 -3.65  0.555
66 H 2.18 -6.41 -3.70  0.655
67 O -0.87 -4.47 1.50  -0.740
68 Cl -0.34 -3.16 1.39  1.787
69 O 0.49 -2.86 2.52  -0.696
70 O 0.41 -3.03 0.17  -0.525
71 O -1.45 -2.20 1.36  -0.683
72 Te 1.04 -0.47 -1.29  0.680
73 C 1.48 1.63 -1.04  0.731
74 C 0.69 2.63 -0.51  0.074
75 C 1.14 3.94 -0.45  -0.646
76 C 2.41 4.26 -0.93  -0.597
77 C 3.21 3.27 -1.46  -0.797
78 C 2.75 1.96 -1.52  -0.714
79 C 0.93 0.13 -3.37  1.010
80 C 1.61 -0.54 -4.39  -0.280
81 C 1.47 -0.13 -5.71  -0.646
82 C 0.65 0.93 -6.03  -0.601
83 C -0.02 1.61 -5.02  -0.346
84 C 0.14 1.22 -3.70  -1.327
85 H -0.31 2.40 -0.13  0.069
86 H 0.51 4.71 -0.03  0.440
87 H 2.76 5.29 -0.89  0.328
88 H 4.20 3.51 -1.85  0.374
89 H 3.38 1.18 -1.94  0.320
90 H 2.23 -1.38 -4.15  0.332
91 H 2.01 -0.66 -6.49  0.436
92 H 0.52 1.23 -7.07  0.347
93 H -0.67 2.44 -5.26  0.432
94 H -0.36 1.78 -2.92  0.817

## Properties
Net charge   -2
Frontier orbital gap   6.727 eV


2.
A molecular structure, C39H32KN7O3S5. Source: OMol25; level of theory: the ωB97M-V functional and the def2-TZVPD basis.

Last column: Mulliken charge in e.
Cartesian coordinates (Å):
1 K 1.93 -2.09 -0.21  1.292
2 C 0.40 -4.19 -4.49  -1.586
3 C 0.56 -3.75 -3.06  0.209
4 N 0.90 -2.57 -2.71  1.079
5 N 1.09 -1.64 -3.70  -0.995
6 C 1.84 -0.63 -3.30  -0.280
7 O 2.44 -0.47 -2.20  -0.955
8 C 1.98 0.47 -4.33  0.357
9 C 1.44 0.37 -5.61  -0.078
10 C 1.58 1.41 -6.52  -0.669
11 C 2.27 2.57 -6.16  -0.321
12 C 2.80 2.68 -4.88  -0.616
13 C 2.66 1.63 -3.98  -0.426
14 C 0.39 -4.77 -1.98  0.690
15 C 0.41 -6.13 -2.28  -0.807
16 C 0.38 -7.05 -1.24  -0.519
17 C 0.32 -6.59 0.07  -0.704
18 C 0.27 -5.22 0.27  -0.554
19 N 0.29 -4.34 -0.72  0.112
20 H 0.41 -3.31 -5.14  0.283
21 H -0.54 -4.74 -4.63  0.358
22 H 1.21 -4.85 -4.78  0.308
23 H 0.91 -0.53 -5.87  0.373
24 H 1.16 1.32 -7.51  0.364
25 H 2.38 3.38 -6.87  0.349
26 H 3.33 3.58 -4.59  0.373
27 H 3.07 1.69 -2.98  0.425
28 H 0.49 -6.47 -3.30  0.314
29 H 0.43 -8.11 -1.45  0.363
30 H 0.35 -7.27 0.91  0.443
31 H 0.25 -4.80 1.28  0.626
32 C -7.90 7.82 4.23  -0.833
33 O -6.53 7.78 4.56  -0.475
34 C -5.78 6.76 4.03  1.051
35 C -4.44 6.74 4.38  -0.600
36 C -3.60 5.76 3.90  -0.496
37 C -4.09 4.76 3.04  0.306
38 C -5.43 4.80 2.69  -0.743
39 C -6.28 5.79 3.18  -0.660
40 C -3.17 3.73 2.55  0.197
41 N -1.90 3.65 2.87  -0.823
42 C -1.43 2.54 2.20  0.963
43 C -2.43 1.96 1.46  0.144
44 N -3.54 2.73 1.69  -0.102
45 C -2.26 0.78 0.68  0.425
46 C -3.26 0.14 -0.07  -0.610
47 C -2.95 -1.01 -0.75  -1.157
48 C -1.65 -1.51 -0.68  -0.106
49 N -0.69 -0.92 0.01  0.450
50 C -0.97 0.21 0.68  -0.308
51 C 0.12 0.82 1.45  -0.155
52 N 1.32 0.22 1.39  0.367
53 C 2.31 0.71 2.09  -0.417
54 C 2.18 1.85 2.90  -0.983
55 C 0.96 2.49 2.96  -0.615
56 C -0.11 1.97 2.22  0.099
57 H -8.31 8.68 4.74  0.241
58 H -8.42 6.91 4.56  0.334
59 H -8.04 7.94 3.15  0.330
60 H -4.06 7.51 5.05  0.400
61 H -2.56 5.73 4.17  0.495
62 H -5.85 4.05 2.03  0.233
63 H -7.32 5.78 2.88  0.364
64 H -4.46 2.59 1.30  0.169
65 H -4.27 0.54 -0.10  0.333
66 H -3.70 -1.54 -1.33  0.425
67 H -1.35 -2.42 -1.19  0.114
68 H 3.25 0.18 2.02  0.505
69 H 3.03 2.21 3.47  0.392
70 H 0.81 3.37 3.57  0.529
71 S 3.06 -8.57 4.55  -0.438
72 C 3.01 -7.17 3.62  0.063
73 S 3.65 -7.02 2.04  -0.162
74 C 3.21 -5.35 1.66  0.001
75 C 2.55 -4.71 2.67  -0.082
76 S 1.86 -3.11 2.81  -0.536
77 S 2.30 -5.70 4.11  -0.162
78 S 3.69 -4.89 0.06  -0.446
79 C 6.48 0.01 -1.06  -1.081
80 C 5.64 -1.19 -0.65  -0.347
81 O 4.40 -0.81 -0.09  -0.152
82 H 7.45 -0.31 -1.46  0.387
83 H 6.65 0.66 -0.21  0.238
84 H 5.97 0.59 -1.84  0.249
85 H 6.16 -1.78 0.11  0.367
86 H 5.48 -1.85 -1.51  0.252
87 H 3.84 -0.49 -0.82  0.258

## Properties
Net charge   -2
Frontier orbital gap   2.995 eV


3.
A molecular structure, C39H33As3NO9RhS2. Source: OMol25; level of theory: the ωB97M-V functional and the def2-TZVPD basis.

Last column: Mulliken spin population.
Cartesian coordinates (Å):
1 Rh 0.96 -0.07 -0.20  2.319
2 C -2.14 -1.71 -0.37  0.020
3 C -2.67 -0.36 -0.84  -0.012
4 As -1.27 0.94 -1.41  0.071
5 C -0.88 0.46 -3.28  -0.108
6 C -0.55 -0.81 -3.65  0.375
7 C 0.41 -1.07 -4.76  -0.011
8 C 0.54 0.07 -5.71  0.286
9 C 0.10 1.31 -5.37  -0.063
10 C -0.54 1.53 -4.13  0.366
11 C -2.57 2.37 -1.83  0.076
12 C -2.57 3.57 -1.14  -0.007
13 C -3.53 4.54 -1.43  0.002
14 C -4.48 4.31 -2.42  -0.002
15 C -4.46 3.11 -3.13  0.003
16 C -3.51 2.15 -2.83  -0.018
17 As -0.65 -1.56 0.92  0.106
18 C -1.54 -0.95 2.55  0.004
19 C -2.91 -1.00 2.72  0.001
20 C -3.48 -0.60 3.92  0.000
21 C -2.67 -0.14 4.95  0.001
22 C -1.30 -0.08 4.78  0.000
23 C -0.73 -0.48 3.58  0.015
24 C -0.49 -3.45 1.38  0.012
25 C -0.40 -3.86 2.70  0.010
26 C -0.36 -5.22 3.01  -0.004
27 C -0.39 -6.16 1.99  0.008
28 C -0.43 -5.76 0.67  -0.004
29 C -0.47 -4.40 0.36  0.004
30 H -1.75 -2.27 -1.21  -0.005
31 H -2.93 -2.32 0.08  0.004
32 H -3.19 0.16 -0.03  -0.004
33 H -3.37 -0.48 -1.66  0.004
34 H -0.82 -1.67 -3.05  0.034
35 H 0.22 -2.01 -5.27  0.018
36 H 1.09 -0.10 -6.62  0.005
37 H 0.26 2.14 -6.04  0.003
38 H -0.76 2.54 -3.81  0.027
39 H -1.85 3.75 -0.37  -0.001
40 H -3.54 5.46 -0.86  0.000
41 H -5.22 5.06 -2.64  0.000
42 H -5.19 2.93 -3.90  0.000
43 H -3.50 1.22 -3.39  0.008
44 H -3.56 -1.36 1.93  0.001
45 H -4.55 -0.63 4.04  0.000
46 H -3.12 0.19 5.87  0.000
47 H -0.67 0.29 5.58  0.000
48 H 0.34 -0.44 3.44  -0.003
49 H -0.38 -3.12 3.49  0.001
50 H -0.30 -5.53 4.04  0.000
51 H -0.38 -7.22 2.24  0.001
52 H -0.44 -6.49 -0.12  0.000
53 H -0.48 -4.09 -0.68  0.003
54 O 3.07 -3.82 -0.59  0.001
55 As 3.78 -2.33 0.03  0.007
56 O 4.98 -2.73 1.04  0.012
57 O 2.56 -1.41 0.68  0.084
58 C 4.57 -1.47 -1.55  0.001
59 C 5.94 -1.25 -1.51  -0.002
60 C 6.58 -0.57 -2.53  0.002
61 C 5.86 -0.11 -3.63  0.000
62 C 4.50 -0.32 -3.70  0.005
63 C 3.87 -1.00 -2.65  0.001
64 S 2.11 -0.93 -2.69  0.049
65 O 1.77 0.46 -2.47  0.032
66 O 1.81 -1.34 -4.18  0.079
67 O 1.41 -1.88 -1.84  0.022
68 H 2.14 -3.65 -0.81  0.000
69 H 6.49 -1.62 -0.65  0.000
70 H 7.64 -0.38 -2.47  0.000
71 H 6.36 0.42 -4.43  0.000
72 H 3.91 0.03 -4.53  -0.006
73 O -1.61 4.89 1.84  0.001
74 S -1.50 3.56 2.37  -0.001
75 O -2.70 2.97 2.88  0.001
76 N -0.79 2.57 1.25  0.009
77 C 0.44 2.28 1.61  0.011
78 O 1.31 1.70 0.87  0.131
79 C 0.83 2.74 2.97  0.019
80 C 2.03 2.49 3.62  0.002
81 C 2.19 3.02 4.89  -0.001
82 C 1.20 3.81 5.47  0.000
83 C 0.01 4.06 4.80  0.000
84 C -0.16 3.50 3.56  -0.003
85 H 2.78 1.87 3.15  -0.001
86 H 3.11 2.84 5.44  0.000
87 H 1.36 4.24 6.45  0.000
88 H -0.77 4.67 5.25  0.000

## Properties
Spin multiplicity   5
Net charge   0
Frontier orbital gap (alpha / beta)   7.979 / 7.011 eV


4.
A molecular structure, C39H33BBaF4N2O4P2. Source: OMol25; level of theory: the ωB97M-V functional and the def2-TZVPD basis.

Last column: Mulliken charge in e.
Cartesian coordinates (Å):
1 Ba -0.40 0.36 0.01  2.157
2 C -0.09 -4.38 -0.54  -2.133
3 N -1.51 -4.48 -0.37  0.507
4 C -2.19 -3.68 0.61  -2.036
5 P -2.69 -1.96 0.00  0.391
6 C -4.26 -1.67 0.85  0.898
7 C -4.50 -2.21 2.11  -0.728
8 C -5.66 -1.89 2.80  -0.626
9 C -6.58 -1.01 2.24  -0.576
10 C -6.32 -0.44 1.00  -0.797
11 C -5.17 -0.76 0.31  -0.344
12 C -3.14 -2.34 -1.73  1.107
13 C -2.12 -2.25 -2.67  -0.302
14 C -2.35 -2.58 -4.00  -0.657
15 C -3.61 -2.99 -4.40  -0.631
16 C -4.64 -3.06 -3.47  -0.729
17 C -4.40 -2.74 -2.14  -0.083
18 C -2.18 -5.51 -1.03  1.653
19 C -1.48 -6.42 -1.82  -0.811
20 C -2.13 -7.44 -2.48  -0.725
21 C -3.50 -7.60 -2.37  -0.629
22 C -4.21 -6.71 -1.58  -0.770
23 C -3.56 -5.68 -0.92  -0.657
24 P 0.74 -2.81 0.05  0.617
25 C 0.93 -3.10 1.84  0.700
26 C 1.27 -4.35 2.35  -0.170
27 C 1.36 -4.57 3.71  -0.802
28 C 1.10 -3.53 4.59  -0.553
29 C 0.76 -2.29 4.10  -0.705
30 C 0.68 -2.07 2.73  -0.076
31 C 2.41 -3.14 -0.60  0.919
32 C 3.54 -3.18 0.21  -0.667
33 C 4.79 -3.34 -0.35  -0.670
34 C 4.94 -3.45 -1.72  -0.589
35 C 3.82 -3.40 -2.54  -0.736
36 C 2.57 -3.23 -1.98  -0.614
37 H 0.14 -4.37 -1.61  0.947
38 H 0.43 -5.25 -0.12  0.916
39 H -1.54 -3.54 1.49  0.306
40 H -3.07 -4.21 0.97  0.959
41 H -3.79 -2.89 2.57  0.293
42 H -5.84 -2.32 3.77  0.416
43 H -7.48 -0.76 2.78  0.393
44 H -7.02 0.26 0.57  0.416
45 H -4.96 -0.29 -0.64  0.462
46 H -1.12 -1.93 -2.37  -0.001
47 H -1.54 -2.52 -4.72  0.459
48 H -3.79 -3.25 -5.43  0.401
49 H -5.62 -3.38 -3.78  0.449
50 H -5.21 -2.81 -1.43  0.383
51 H -0.41 -6.36 -1.93  0.392
52 H -1.55 -8.13 -3.09  0.387
53 H -4.01 -8.40 -2.89  0.396
54 H -5.28 -6.81 -1.48  0.397
55 H -4.17 -5.00 -0.34  0.104
56 H 1.49 -5.17 1.67  0.401
57 H 1.63 -5.55 4.08  0.422
58 H 1.16 -3.70 5.66  0.387
59 H 0.55 -1.47 4.78  0.441
60 H 0.42 -1.07 2.40  0.130
61 H 3.44 -3.08 1.28  0.363
62 H 5.66 -3.37 0.30  0.434
63 H 5.92 -3.58 -2.15  0.385
64 H 3.93 -3.47 -3.61  0.429
65 H 1.70 -3.16 -2.64  0.334
66 O 2.16 -0.09 0.46  -0.348
67 C 3.16 0.61 0.25  -0.450
68 C 3.20 2.00 -0.03  0.515
69 C 4.42 2.66 0.08  -0.387
70 C 4.48 4.04 -0.03  -0.333
71 C 3.31 4.80 -0.27  -0.360
72 C 2.11 4.18 -0.41  -0.709
73 C 1.98 2.75 -0.34  0.050
74 O 0.89 2.18 -0.54  -0.794
75 N 5.73 4.70 0.10  1.002
76 O 6.74 4.02 0.28  -0.638
77 O 5.75 5.92 0.04  -0.634
78 H 4.16 0.13 0.31  0.322
79 H 5.33 2.11 0.28  0.524
80 H 3.39 5.87 -0.33  0.500
81 H 1.21 4.74 -0.60  0.490
82 F -2.14 3.50 0.10  -0.334
83 B -2.66 2.25 0.19  0.676
84 F -4.01 2.17 0.34  -0.295
85 F -2.28 1.49 -0.98  -0.558
86 F -2.01 1.57 1.30  -0.567

## Properties
Net charge   0
Frontier orbital gap   7.820 eV


These records have relative energy (zero: lowest compared OMol25 entry of this formula, charge and spin) values of 2.1896, 0.5701, 0.6205, 0.0000 eV, in the order they appear.
These records have max |F| values of 0.034, 0.014, 0.031, 0.043 hartree/bohr, in the order they appear.